Version 1
Formula: C2H2N2OS
Source: the OMol25 dataset
Level of theory: wB97M-V/def2-TZVPD

## Properties
Net charge: 0
HOMO level (eV): -9.9
SMILES: N#CC(=O)NS
Kohn-Sham gap (eV): 10.046
Lowest unoccupied orbital energy (eV): 0.14

Each line ends with the Löwdin charge.
Cartesian coordinates (Å):
N: -1.53 1.37 1.27  0.18
C: -0.65 1.14 0.57  -0.25
C: 0.13 0.91 -0.67  -0.55
O: 0.24 1.64 -1.55  0.19
N: 0.58 -0.41 -0.42  -0.34
S: 0.14 -1.28 0.96  0.76
H: 1.44 -0.75 -0.76  0.07
H: -0.36 -2.63 0.59  -0.05

Version 2
Formula: C2H2N2OS
Source: the OMol25 dataset
Level of theory: wB97M-V/def2-TZVPD

## Properties
Net charge: 0
HOMO level (eV): -8.9
SMILES: S=c1nco[nH]1
Kohn-Sham gap (eV): 8.608
Lowest unoccupied orbital energy (eV): -0.32

Each line ends with the Löwdin charge.
Cartesian coordinates (Å):
S: 2.03 1.76 0.11  0.61
C: 0.65 0.86 -0.05  -0.78
N: -0.66 0.93 -0.69  0.11
C: -1.19 -0.23 -0.48  -0.15
O: -0.37 -1.13 0.09  -0.06
N: 0.76 -0.59 0.45  -0.01
H: -2.08 -0.65 -0.85  0.13
H: 0.86 -0.95 1.41  0.16

How far above the most stable structure does each one sit? In hartree: version 1 0.0000; version 2 0.0285.

Version 1
Formula: C2H2N2OS
Source: the OMol25 dataset
Level of theory: wB97M-V/def2-TZVPD

## Properties
Net charge: 0
HOMO level (eV): -9.1
SMILES: Sc1conn1
Kohn-Sham gap (eV): 9.561
Lowest unoccupied orbital energy (eV): 0.45

Each line ends with the Löwdin charge.
Cartesian coordinates (Å):
S: 1.96 0.02 -0.02  0.77
C: 0.30 -0.01 0.04  -0.75
C: -0.49 1.09 -0.05  -0.15
O: -1.76 0.63 0.04  -0.09
N: -1.86 -0.76 0.05  0.06
N: -0.71 -1.07 -0.14  0.00
H: 2.16 -1.38 0.55  0.00
H: -0.33 2.23 0.07  0.17

Version 2
Formula: C2H2N2OS
Source: the OMol25 dataset
Level of theory: wB97M-V/def2-TZVPD

## Properties
Net charge: 0
HOMO level (eV): -9.4
SMILES: Sc1nnco1
Kohn-Sham gap (eV): 9.830
Lowest unoccupied orbital energy (eV): 0.39

Each line ends with the Löwdin charge.
Cartesian coordinates (Å):
S: 1.46 -1.11 0.23  0.92
C: 0.13 -0.23 -0.18  -0.85
N: -1.11 -0.66 -0.56  0.10
N: -1.80 0.64 -0.34  0.05
C: -1.01 1.53 0.03  -0.21
O: 0.18 0.99 0.29  0.00
H: 2.21 -0.36 1.03  -0.10
H: -1.32 2.46 0.23  0.10

How far above the most stable structure does each one sit? In hartree: version 1 0.0439; version 2 0.0000.

Version 1
Formula: C2H4Cl2S
Source: the OMol25 dataset
Level of theory: wB97M-V/def2-TZVPD

## Properties
Net charge: 0
HOMO level (alpha / beta) (eV): -8.3 / -8.5
Kohn-Sham gap (alpha / beta) (eV): 7.303 / 7.918
Lowest unoccupied orbital energy (alpha / beta) (eV): -1.00 / -0.62

Each line ends with the Löwdin charge.
Cartesian coordinates (Å):
C: 1.34 0.42 0.22  -0.20
C: -0.05 0.87 0.42  -1.23
S: -1.93 -1.68 -1.02  0.14
Cl: -0.45 2.32 -0.42  0.62
Cl: -1.25 -0.17 0.72  0.61
H: 1.48 -0.01 -0.85  0.12
H: 2.10 1.20 0.27  0.07
H: 1.58 -0.40 0.91  0.07
H: -2.82 -2.55 -0.26  -0.20

Version 2
Formula: C2H4Cl2S
Source: the OMol25 dataset
Level of theory: wB97M-V/def2-TZVPD

## Properties
Net charge: 0
HOMO level (alpha / beta) (eV): -8.2 / -8.5
Kohn-Sham gap (alpha / beta) (eV): 7.188 / 8.015
Lowest unoccupied orbital energy (alpha / beta) (eV): -0.99 / -0.50

Each line ends with the Löwdin charge.
Cartesian coordinates (Å):
C: 0.68 -0.94 -0.63  -0.18
C: 0.69 0.32 0.12  -1.22
S: -2.25 1.70 0.70  0.16
Cl: 1.55 1.73 -0.57  0.56
Cl: -0.20 0.62 1.39  0.65
H: 1.67 -1.36 -0.52  0.07
H: 0.00 -1.48 0.00  0.06
H: 0.44 -0.98 -1.74  0.11
H: -2.57 0.40 1.26  -0.21

How far above the most stable structure does each one sit? In hartree: version 1 0.0000; version 2 0.0122.

Version 1
Formula: CH6N2S
Source: the OMol25 dataset
Level of theory: wB97M-V/def2-TZVPD

## Properties
Net charge: 0
HOMO level (eV): -8.5
Kohn-Sham gap (eV): 9.211
Lowest unoccupied orbital energy (eV): 0.68

Each line ends with the Löwdin charge.
Cartesian coordinates (Å):
C: -1.81 0.53 -0.38  0.00
N: 0.02 -0.91 0.23  -0.04
N: -0.63 0.23 0.10  -0.21
S: 2.99 0.13 -0.52  0.42
H: -2.56 -0.16 -0.62  0.05
H: -2.18 1.61 -0.52  0.10
H: 1.80 -0.67 -0.14  -0.16
H: -0.68 -1.63 -0.09  0.08
H: -0.19 1.08 0.28  0.11
H: 3.32 0.15 0.65  -0.36

Version 2
Formula: CH6N2S
Source: the OMol25 dataset
Level of theory: wB97M-V/def2-TZVPD

## Properties
Net charge: 0
HOMO level (eV): -9.3
SMILES: [H]/N=C/N.S
Kohn-Sham gap (eV): 10.052
Lowest unoccupied orbital energy (eV): 0.77

Each line ends with the Löwdin charge.
Cartesian coordinates (Å):
H: 1.60 -1.74 0.49  0.08
N: 2.12 -0.83 0.05  0.00
C: 1.72 0.00 0.97  -0.43
N: 1.61 1.38 1.06  0.06
H: 1.34 -0.56 1.85  0.10
H: 1.39 1.89 1.91  0.08
H: 2.03 2.00 0.33  0.11
S: -3.31 -0.91 -2.42  0.51
H: -4.57 -0.73 -2.82  -0.21
H: -3.92 -0.48 -1.42  -0.30

Version 3
Formula: CH6N2S
Source: the OMol25 dataset
Level of theory: wB97M-V/def2-TZVPD

## Properties
Net charge: 0
HOMO level (eV): -7.5
Kohn-Sham gap (eV): 7.772
Lowest unoccupied orbital energy (eV): 0.25

Each line ends with the Löwdin charge.
Cartesian coordinates (Å):
S: 0.70 -1.35 -1.97  0.09
H: 1.88 -1.97 -2.39  -0.29
N: 0.66 0.97 -0.05  0.03
C: -0.30 0.79 0.86  -0.25
N: -0.96 -0.37 1.09  0.12
H: 0.71 -0.10 -0.80  -0.15
H: 0.73 1.94 -0.46  0.12
H: -0.60 1.63 1.41  0.11
H: -1.68 -0.42 1.87  0.14
H: -1.16 -1.10 0.43  0.08

Version 4
Formula: CH6N2S
Source: the OMol25 dataset
Level of theory: wB97M-V/def2-TZVPD

## Properties
Net charge: 0
HOMO level (eV): -9.9
Kohn-Sham gap (eV): 9.696
Lowest unoccupied orbital energy (eV): -0.24

Each line ends with the Löwdin charge.
Cartesian coordinates (Å):
C: 1.74 0.14 0.04  -0.06
N: -1.60 1.17 0.24  -0.34
N: -1.74 -1.26 0.37  -0.35
S: -1.86 -0.09 -0.57  0.77
H: 1.39 -0.89 0.28  0.02
H: 2.22 0.18 -0.98  0.03
H: 2.52 0.28 0.73  0.00
H: -1.91 2.02 -0.15  -0.04
H: 0.81 0.68 -0.08  -0.04
H: -1.58 -2.23 0.12  0.00

How far above the most stable structure does each one sit? In hartree: version 1 0.0643; version 2 0.0039; version 3 0.0000; version 4 0.0320.

Version 1
Formula: C3H3NOS
Source: the OMol25 dataset
Level of theory: wB97M-V/def2-TZVPD

## Properties
Net charge: 0
HOMO level (eV): -8.5
SMILES: N=C=CSC=O
Kohn-Sham gap (eV): 8.861
Lowest unoccupied orbital energy (eV): 0.39

Each line ends with the Löwdin charge.
Cartesian coordinates (Å):
N: -1.02 -1.59 1.43  0.22
C: -0.62 -1.42 0.35  -0.32
C: -0.30 -0.90 -0.79  -0.52
S: 1.01 0.27 -0.85  0.86
C: 0.83 2.11 -0.26  -0.48
O: 1.88 2.60 -0.07  -0.02
H: -1.17 -2.38 1.99  0.08
H: -0.59 -1.37 -1.83  0.10
H: -0.02 2.68 0.03  0.08

Version 2
Formula: C3H3NOS
Source: the OMol25 dataset
Level of theory: wB97M-V/def2-TZVPD

## Properties
Net charge: 0
HOMO level (alpha / beta) (eV): -9.4 / -7.8
Kohn-Sham gap (alpha / beta) (eV): 8.670 / 5.687
Lowest unoccupied orbital energy (alpha / beta) (eV): -0.71 / -2.13

Each line ends with the Löwdin charge.
Cartesian coordinates (Å):
C: 1.00 0.59 -0.13  -0.20
C: 0.23 1.69 -0.28  -0.16
C: -0.54 -1.21 0.21  -0.73
N: 0.73 -0.68 0.07  -0.03
O: -0.22 2.74 -0.45  0.20
S: -2.04 -0.22 0.15  0.61
H: 2.06 0.81 -0.20  0.13
H: -0.67 -1.99 -0.54  0.09
H: -0.55 -1.73 1.18  0.09

How far above the most stable structure does each one sit? In hartree: version 1 0.0000; version 2 0.0138.

Version 1
Formula: C3H3NOS
Source: the OMol25 dataset
Level of theory: wB97M-V/def2-TZVPD

## Properties
Net charge: 0
HOMO level (eV): -10.1
SMILES: N#CC=C=O.S
Kohn-Sham gap (eV): 9.977
Lowest unoccupied orbital energy (eV): -0.17

Each line ends with the Löwdin charge.
Cartesian coordinates (Å):
N: 2.04 2.92 0.73  0.15
C: 1.67 1.84 0.92  -0.25
C: 1.24 0.50 1.07  -0.11
C: 1.88 -0.40 0.37  -0.21
O: 2.44 -1.23 -0.22  0.21
H: 0.33 0.28 1.58  0.09
S: -1.11 -2.03 0.31  0.46
H: 0.20 -2.52 0.40  -0.18
H: -0.72 -0.83 -0.32  -0.16

Version 2
Formula: C3H3NOS
Source: the OMol25 dataset
Level of theory: wB97M-V/def2-TZVPD

## Properties
Net charge: 0
HOMO level (eV): -10.2
SMILES: N#CC(=O)CS
Kohn-Sham gap (eV): 8.780
Lowest unoccupied orbital energy (eV): -1.42

Each line ends with the Löwdin charge.
Cartesian coordinates (Å):
N: 1.20 -0.12 -2.54  0.18
C: 0.54 -0.54 -1.46  -0.06
C: -0.54 -0.40 -0.62  -0.48
O: -1.58 -0.77 -1.23  0.10
C: -0.47 0.29 0.70  -0.41
S: 0.76 -0.31 2.02  0.71
H: -1.32 0.08 1.18  0.02
H: -0.27 1.33 0.50  0.10
H: 1.68 0.45 1.43  -0.15

How far above the most stable structure does each one sit? In hartree: version 1 0.0000; version 2 0.0653.